1.
53
Properties=species:S:1:pos:R:3 method="wB97M-V/def2-TZVPD" homo_lumo_gap_ev=5.005 e_above_lowest_kj_mol=526.0 lumo_energy_ev=-3.4 spin_multiplicity=1
O -0.00081 -0.92584 4.56124
C -2.36231 -0.46983 -2.49436
C 2.23706 -0.45914 -1.69599
C -1.50004 0.39936 -1.79650
C 1.14764 0.42362 -1.62400
C -0.62104 -0.39508 2.40133
H -1.13514 -4.98048 -0.28554
H -1.11501 2.46092 -1.37620
O -0.97911 1.12865 0.64879
H -3.26565 -0.58290 0.77235
C -1.43693 -1.71068 0.53477
C -0.82319 -2.95702 0.35243
H -4.41019 -0.75188 -3.20800
C 3.87447 1.96529 3.08719
H 0.57927 2.04119 2.22710
C -2.82441 -1.54902 0.51461
O 1.12431 -0.56415 0.73574
C 2.62198 2.15955 -2.49078
C -1.61191 -4.02086 -0.07257
H 4.77364 0.50469 4.41365
H 0.48697 2.34522 -2.41057
H -3.26828 3.27773 -2.22516
C -1.79698 1.75241 -1.83334
Cl -5.59754 1.82893 -3.08610
H 2.78454 3.20251 -2.77829
H -0.17156 -1.24053 -1.29616
C 1.51576 1.68232 2.65102
H 4.80164 2.52750 2.94200
C 3.72941 1.30861 -2.41555
C -3.60059 -2.62895 0.09653
C 2.69362 2.40121 2.47155
H 4.34602 -0.72121 -2.00679
C 1.51568 0.50904 3.39346
H -3.60993 -4.69001 -0.54353
H -4.68491 -2.50844 0.01984
C 1.32733 1.66816 -2.23457
H -2.11084 -1.53010 -2.61026
H -1.68503 -0.63451 2.66005
C -2.99467 -3.85236 -0.21341
C 2.66659 0.11754 4.08631
H 2.09494 -1.48192 -1.35818
S -0.35045 -0.24027 0.74088
H 2.67138 3.30493 1.86182
H 2.64914 -0.74768 4.74874
Cl 5.30798 1.87692 -2.72332
C -0.20553 -0.15249 -1.15925
C 3.51452 -0.02698 -2.04019
C -4.00270 1.30575 -2.72716
C -3.03967 2.21611 -2.27267
C 3.85898 0.82602 3.90928
C 0.28007 -0.32582 3.50689
C -3.65601 -0.04872 -2.84612
H 0.25751 -3.03730 0.48697

=====

2.
7
Properties=species:S:1:pos:R:3 method="wB97M-V/def2-TZVPD" homo_lumo_gap_ev="6.987 / 9.058" e_above_lowest_kj_mol=517.0 lumo_energy_ev="-8.5 / -5.9" spin_multiplicity=1 charge=+1
C 0.69561 -0.41709 0.96197
H -1.91259 0.44743 0.73786
H -1.59819 1.13264 -0.87290
S 2.24754 0.31090 0.37765
N 1.13389 -0.80111 -0.12329
N -1.36691 0.50539 -0.06729
H 0.80066 -1.17816 -1.01400

=====

3.
10
Properties=species:S:1:pos:R:3 method="wB97M-V/def2-TZVPD" homo_lumo_gap_ev=8.224 e_above_lowest_kj_mol=273.1 lumo_energy_ev=-0.3 spin_multiplicity=1
C 0.70265 -0.89789 1.68528
H -0.73786 -1.87605 0.72280
H 0.84700 -1.74279 -0.30673
H -2.10437 1.10221 -1.52926
C 0.14517 -1.34891 0.44867
B -0.23991 0.75487 -0.64037
N 1.08633 -0.47039 2.68424
O -1.41238 0.69312 -1.14511
H 0.84907 2.31639 -1.17535
O 0.86430 1.46944 -0.74417

=====

4.
51
Properties=species:S:1:pos:R:3 method="wB97M-V/def2-TZVPD" homo_lumo_gap_ev="7.418 / 8.408" e_above_lowest_kj_mol=86.7 lumo_energy_ev="0.1 / 0.6" spin_multiplicity=3 s_squared=2.029
C 0.67127 2.39178 -0.74520
C 0.62153 -0.03116 2.66412
C -6.86530 3.52535 -0.25916
C -3.28148 -1.97551 -2.47751
H -5.26724 -1.63780 -4.24626
C 1.46214 1.20473 -0.65565
C -0.73242 0.30378 2.92458
C -5.67740 -2.10067 -3.33315
O -4.97143 -0.32913 -1.79445
C -5.24582 -2.25079 -0.74919
H -0.98832 -1.80332 0.27406
H -6.50777 1.38882 -0.40808
H -1.44566 0.00482 -1.88395
O -4.64854 2.42271 -0.17132
H 1.04564 3.40108 -0.53392
H -6.69996 -1.68288 -3.30001
H -7.73253 3.13875 0.30038
H -3.73446 4.24175 0.20701
H 1.47696 0.25938 3.28107
H -4.16810 -0.47574 0.08060
H -3.01889 -3.04145 -2.43612
C -0.63262 0.60486 -1.46999
H -5.79188 -3.18431 -3.50322
H -1.40680 2.74788 -1.59947
H -6.31386 -2.52273 -0.77139
H -3.06807 -1.59525 -3.48633
C -1.58297 -0.37173 1.94126
H -5.93199 2.27866 -1.83968
H -2.61123 -1.46708 -1.76985
V -0.74185 1.09141 0.62942
Cl -1.67579 2.82415 1.49231
H -5.93467 -0.38257 0.22006
H -4.21273 3.36192 1.61532
H -1.07152 0.83788 3.80753
C -4.76155 -1.73286 -2.16583
H -6.32505 4.42747 1.65019
C -5.93093 4.35859 0.63463
C 0.67545 0.12053 -1.07860
H -4.56111 -2.88886 -0.14565
C -5.11541 -0.75939 -0.38481
H 1.02168 -0.90028 -1.21439
C -4.57190 3.64130 0.60727
C -0.61175 2.05030 -1.31862
H -5.85251 5.37456 0.24984
H -2.66680 -0.36864 1.89137
C -0.67933 -1.11904 1.07189
C -5.99126 2.34025 -0.72336
H -7.21642 4.10417 -1.11798
H 2.52530 1.17306 -0.40629
H 1.58850 -1.29324 1.12089
C 0.66864 -0.85576 1.51568

=====

5.
71
Properties=species:S:1:pos:R:3 method="wB97M-V/def2-TZVPD" homo_lumo_gap_ev=9.628 lumo_energy_ev=-2.1 spin_multiplicity=1 charge=+1
Si -0.06531 -2.55219 -0.41809
H 1.76944 -3.13669 -2.79672
C -1.71126 -2.54049 0.55253
C 1.20659 4.35387 -0.04222
H -3.01928 -1.21718 1.62973
H 2.87982 -2.11053 -1.09340
O -2.18997 2.32645 0.21917
H -2.75149 -4.15111 -0.52598
H -1.37068 -0.60880 1.57563
C -2.13122 -1.13017 0.99609
C -1.15266 4.47970 0.08657
H 4.17819 5.45313 1.00113
H 2.12199 -0.83902 2.24269
H -5.56036 3.66402 -0.05272
H -1.21862 5.03844 -0.85589
O 2.01931 2.10465 0.03681
H 3.17021 5.77247 -0.42482
H -1.03250 -5.48894 -0.46448
H 4.84045 5.27981 -0.63012
H -2.99810 6.10698 -0.08541
H -0.65016 -3.21319 -3.44839
H 0.65534 -5.43775 0.05183
C -0.82157 -4.04518 -2.76519
H -1.25405 -4.44509 1.56532
H 1.35269 5.07283 0.77145
C 2.00841 -3.35280 1.29430
C 2.59427 -1.47686 -0.25693
Br -0.31935 -0.81865 -1.99396
H -4.72218 5.80089 -0.00669
H -0.67365 -4.96579 -3.33662
H -3.78235 5.86542 1.49005
H 1.25983 -3.83302 1.92663
C 4.66301 2.76475 0.02160
H 0.82489 -0.09877 1.32354
H -2.40349 -0.50448 0.14438
C 1.18570 -1.05272 1.71855
H 0.21916 -6.19578 -1.47464
H -3.01432 -2.53870 -1.21147
N -3.56017 4.11306 0.32557
C 0.17780 -4.04443 -1.59410
C -0.00719 -5.35714 -0.81043
H 4.28951 1.77964 -0.23696
H -5.01269 3.24757 1.58353
C -2.35284 3.54673 0.21849
H -1.13792 5.19813 0.91350
H -4.50452 2.25785 0.20388
H 2.31385 -0.49715 -0.64667
N 3.57571 3.73141 -0.06661
Au -0.18324 1.24522 -0.57287
C 1.47645 -2.07607 0.61175
C -2.87362 -3.09628 -0.28365
H -2.52750 -3.48662 2.30986
H -1.86184 -4.01964 -2.45226
H 2.37840 -4.17921 -1.50213
O -0.00791 3.67174 0.11650
H 2.37438 -4.09030 0.58143
H 5.45154 3.05240 -0.67195
H 1.63634 -4.88718 -2.92810
C -3.76481 5.54849 0.44468
C -4.73014 3.26754 0.52924
H -0.84708 -3.01794 2.52143
H 5.07287 2.73704 1.03312
H -3.79515 -3.00324 0.29834
H 1.23164 4.89894 -0.99447
C -1.55940 -3.42544 1.80469
C 3.95121 5.13563 -0.01919
H 0.47221 -1.41278 2.45823
C 1.57746 -4.04895 -2.22822
H 3.48057 -1.33869 0.37050
H 2.84914 -3.07900 1.93796
C 2.31016 3.29915 -0.01936

=====

6.
17
Properties=species:S:1:pos:R:3 method="wB97M-V/def2-TZVPD" homo_lumo_gap_ev=11.054 e_above_lowest_kj_mol=335.9 lumo_energy_ev=1.0 spin_multiplicity=1 smiles=CC(C)(C)ON
C 0.15659 0.17007 1.40480
H 1.27916 1.70210 -0.28814
C 1.24656 -1.05509 -0.43735
H -2.62794 0.06103 -0.95619
H 0.06321 -0.79968 2.09407
N -2.14603 -0.04553 -0.09842
C 0.20607 -0.11044 -0.02910
H 1.57567 -1.89670 0.42670
H 1.07155 0.74447 1.73366
H -2.72054 -0.83298 0.33175
H -0.69490 0.80698 1.58561
H 0.49871 1.04579 -1.86479
H -0.44560 1.93787 -0.59892
O -0.96054 -0.85707 -0.44998
C 0.37574 1.23425 -0.78405
H 0.83992 -1.70835 -1.37102
H 2.28238 -0.39671 -0.69862

=====

7.
19
Properties=species:S:1:pos:R:3 method="wB97M-V/def2-TZVPD" homo_lumo_gap_ev=6.951 lumo_energy_ev=4.6 spin_multiplicity=1 charge=-2
O 0.38218 -1.64410 2.57899
P -1.37646 -1.88334 0.71526
H -0.55026 2.47716 -0.83550
C -0.11675 -0.63942 2.21487
Cl 13.72379 -0.01864 2.37995
O -0.32137 0.54219 2.37336
C -0.07608 1.60584 -0.45661
H -2.15191 -0.24654 -2.26433
H -1.85459 0.61254 0.11231
H 0.28304 -1.22128 -0.78788
H -0.63579 0.28003 -2.80041
C -0.99590 0.43987 -0.63366
O -2.58917 -1.39037 1.40568
H 0.77446 1.57840 -1.14637
H 0.29470 1.73562 0.67445
O -0.97217 -3.28116 0.73330
H -1.97446 1.41874 -2.06339
C -0.39418 -0.80333 -0.14630
C -1.44908 0.43780 -2.05371

=====

8.
19
Properties=species:S:1:pos:R:3 method="wB97M-V/def2-TZVPD" homo_lumo_gap_ev=9.384 e_above_lowest_kj_mol=302.3 lumo_energy_ev=-4.5 spin_multiplicity=1 smiles="CN[n+]1cc(C(N)=O)c[nH]1" charge=+1
H -4.77089 -0.16276 0.43446
H 0.79104 2.34172 -0.09757
H 2.61052 -0.00709 -0.87766
H -3.72822 1.31568 0.29594
O -3.02069 -1.68088 -0.13020
N 0.60235 0.33520 -0.26261
C 2.46398 -1.12215 0.70609
C -1.53431 0.18838 -0.01833
H 1.54383 -1.58018 1.00474
N 0.20474 1.52444 0.13088
N -3.87263 0.34262 0.40460
N 2.20096 0.14136 0.05948
H -1.74751 2.43085 0.63382
H -0.36892 -1.54544 -0.67530
H 3.25094 -0.93997 1.53643
H 2.84552 -1.95329 0.04703
C -0.37398 -0.56858 -0.28936
C -2.86176 -0.50573 0.10198
C -1.15247 1.48379 0.30860